1.
{"formula": "C32H69N5O10S2", "method": "ωB97M-V/def2-TZVPD", "elements": ["C", "O", "H", "H", "H", "H", "C", "O", "H", "H", "H", "H", "C", "O", "H", "H", "H", "H", "C", "O", "H", "H", "H", "H", "C", "O", "H", "H", "H", "H", "C", "O", "H", "H", "H", "H", "C", "O", "H", "H", "H", "H", "C", "O", "H", "H", "H", "H", "N", "C", "C", "C", "C", "H", "H", "H", "H", "H", "N", "C", "C", "C", "C", "H", "H", "H", "H", "H", "N", "C", "C", "C", "C", "H", "H", "H", "H", "H", "N", "C", "C", "C", "C", "H", "H", "H", "H", "H", "N", "C", "C", "C", "C", "H", "H", "H", "H", "H", "C", "S", "O", "C", "H", "H", "H", "H", "H", "H", "C", "S", "O", "C", "H", "H", "H", "H", "H", "H"], "positions_angstrom": [[0.330611, -5.023329, 0.104748], [-0.470695, -4.035444, 0.786160], [-0.167926, -5.310835, -0.820948], [1.332594, -4.686162, -0.160689], [0.444867, -5.811204, 0.849252], [-0.122431, -3.965580, 1.678039], [-1.494774, 0.891963, -5.122705], [-2.858981, 0.774105, -4.916269], [-1.239219, 0.229769, -5.949921], [-1.218133, 1.902363, -5.423823], [-0.848045, 0.762797, -4.254854], [-2.922547, 0.842933, -3.960857], [0.766202, -0.794356, 5.018959], [0.325511, -2.010108, 5.465260], [-0.126661, -0.206999, 4.804695], [1.331177, -0.239573, 5.768040], [1.316380, -0.989980, 4.098566], [0.557176, -2.085772, 6.393809], [0.979841, -3.158301, -4.077780], [0.422898, -4.225617, -3.309853], [0.269322, -2.411211, -4.431530], [1.684039, -2.519387, -3.544881], [1.575038, -3.427362, -4.950386], [0.230474, -4.957765, -3.900220], [4.456250, 0.251101, -1.202494], [5.676256, -0.515322, -1.408703], [3.606390, -0.291335, -1.616735], [4.385333, 0.489662, -0.141287], [4.575405, 1.135045, -1.829019], [5.574425, -1.294538, -0.857303], [3.670178, -3.169423, 0.062127], [5.001167, -2.648215, 0.266717], [3.012175, -2.310633, -0.070511], [3.726968, -3.801100, -0.824363], [3.209960, -3.920288, 0.704392], [4.944950, -2.037344, 1.005145], [2.672429, 3.339814, -0.110732], [1.532861, 2.565340, -0.475927], [2.565766, 4.347456, -0.512447], [2.678884, 3.406716, 0.977192], [3.572828, 2.818016, -0.434924], [1.571282, 1.696864, -0.068642], [3.823930, -0.278234, 2.418402], [5.076611, -0.595933, 1.873661], [3.189976, -1.092118, 2.066581], [3.738904, -0.117579, 3.493150], [3.488000, 0.635771, 1.928665], [5.635122, 0.179957, 1.961133], [-0.220404, 4.496443, 0.565344], [-0.090024, 5.858244, 0.598545], [-1.253381, 6.378395, 1.213735], [-2.155242, 5.267926, 1.362718], [-1.477482, 4.111352, 0.956749], [0.576859, 3.914148, 0.352284], [0.769714, 6.431767, 0.284963], [-1.349192, 7.432469, 1.428533], [-3.167914, 5.274083, 1.738013], [-1.647533, 3.044898, 0.969007], [-2.119819, -3.004131, 4.019484], [-3.129662, -2.215063, 3.474551], [-3.933396, -2.963008, 2.777178], [-3.365879, -4.249402, 2.837116], [-2.281543, -4.290615, 3.637390], [-1.422266, -2.680788, 4.674439], [-3.164008, -1.143216, 3.602425], [-4.810178, -2.598332, 2.262732], [-3.844726, -5.085163, 2.348645], [-1.682362, -5.102761, 4.021829], [-2.606821, -3.195404, -1.254441], [-2.660684, -2.683276, -2.524959], [-3.929010, -2.102826, -2.665569], [-4.622608, -2.387374, -1.462990], [-3.804111, -3.081626, -0.661749], [-1.770731, -3.644153, -0.908481], [-1.764350, -2.816771, -3.112456], [-4.253735, -1.449537, -3.461916], [-5.609924, -2.054414, -1.178818], [-4.019075, -3.342829, 0.363908], [0.324727, 3.459895, 4.929290], [1.677422, 3.288580, 4.882832], [2.027909, 2.433688, 3.859523], [0.820628, 2.050398, 3.258557], [-0.181584, 2.774928, 3.892347], [-0.205723, 4.089427, 5.514453], [2.293760, 3.751433, 5.639331], [3.020926, 2.143038, 3.549962], [0.707131, 1.421585, 2.387851], [-1.233753, 2.857208, 3.663076], [1.507578, 2.549392, -4.463347], [1.887312, 1.518922, -3.660664], [2.570710, 0.522800, -4.303355], [2.682174, 1.043365, -5.633819], [1.979558, 2.280655, -5.755560], [0.974504, 3.353276, -4.163833], [1.633301, 1.607607, -2.614715], [3.064440, -0.308296, -3.821771], [3.104033, 0.605551, -6.526429], [1.745883, 2.980388, -6.544332], [-0.364635, -0.153466, -1.618142], [0.454618, -0.855734, -0.090192], [1.749929, -0.093095, 0.152693], [-0.760957, -0.598323, 1.229971], [-1.348660, -0.566320, -1.840277], [0.313335, -0.381714, -2.440554], [-0.518658, 0.907949, -1.423787], [-1.558153, -1.338742, 1.163925], [-1.213433, 0.393322, 1.232177], [-0.341227, -0.649697, 2.234603], [-3.939099, 0.597284, -0.089433], [-3.416585, 2.167346, -1.015162], [-3.181139, 1.809915, -2.509812], [-5.001452, 3.159198, -0.729523], [-3.178415, -0.161063, -0.274838], [-4.796130, 0.114572, -0.559105], [-4.088133, 0.658296, 0.988613], [-5.160383, 3.342083, 0.333207], [-5.860861, 2.663847, -1.181342], [-4.864174, 4.102844, -1.257521]], "forces_ev_per_a": [[-0.1, 0.2, 1.0], [0.3, 0.1, -0.8], [-0.1, -0.2, 0.3], [0.0, 0.4, 0.0], [0.0, -0.7, -0.6], [-0.2, 0.1, 0.1], [1.0, 0.6, -1.2], [-0.3, -0.4, 0.6], [0.5, -0.1, 0.1], [-0.1, 0.3, -0.4], [-0.2, -0.7, 0.2], [-0.9, 0.2, 0.3], [-0.3, 1.5, -0.9], [-0.4, -2.3, 1.5], [0.2, 0.5, -0.3], [0.3, 0.0, -0.2], [0.3, 0.6, 0.0], [-0.2, -0.3, 0.0], [0.5, 1.0, -0.5], [0.4, 0.6, -0.2], [-0.7, -0.3, -0.1], [0.0, -0.5, 0.9], [-0.2, -0.7, -0.1], [0.0, 0.0, -0.1], [1.6, -0.6, -0.9], [-0.7, 0.9, -0.1], [-0.2, 0.0, 0.5], [-0.5, 0.1, -0.2], [-0.1, 0.2, 0.3], [0.0, -0.5, 0.1], [0.6, 0.1, -1.3], [-1.0, -1.6, 0.2], [-0.4, -0.3, -0.2], [0.0, 0.6, -0.6], [0.6, 0.4, 1.4], [0.4, 0.3, 0.3], [-0.2, -0.9, 0.5], [-0.4, 1.1, -0.6], [0.2, -0.2, -0.2], [0.3, 0.2, 0.2], [0.2, 0.4, -0.2], [0.4, -0.9, 0.2], [-1.0, 0.3, -0.9], [0.9, 0.3, 1.0], [-0.4, 0.2, 0.4], [0.5, -0.4, 0.2], [-0.5, 0.0, 0.0], [0.4, -0.1, -0.2], [0.2, 1.2, -0.5], [-1.8, 0.5, 1.8], [1.0, -1.2, -1.4], [0.7, -0.5, 0.0], [1.0, 1.1, 0.4], [-0.6, -0.6, -0.3], [0.2, -0.5, 0.0], [-0.5, -0.1, 0.0], [0.1, 0.1, 0.0], [-0.5, 0.3, 0.1], [0.4, 1.7, 0.7], [2.8, 2.3, 2.5], [-1.4, -1.4, -1.6], [-2.1, -2.5, -1.4], [-0.2, 0.3, 0.0], [0.1, 0.1, -0.1], [0.2, -0.1, 0.4], [0.1, -0.3, -0.1], [0.3, -0.3, 0.1], [0.0, 0.1, -0.2], [1.1, -0.8, -0.9], [-0.8, 0.6, 0.5], [1.2, -0.2, -0.2], [-1.1, 0.9, -1.1], [-0.1, -0.1, 2.1], [-0.3, 0.0, 0.4], [-0.3, 0.3, -0.4], [0.0, -0.3, -0.2], [0.0, -0.1, -0.2], [0.5, -0.3, -0.2], [0.7, 0.1, -0.4], [1.2, 0.4, 1.1], [-0.1, 0.4, 0.7], [-1.0, 0.8, -0.4], [-1.1, -1.3, -1.0], [0.4, -0.1, -0.1], [0.1, 0.0, -0.2], [-0.1, 0.1, 0.3], [0.0, 0.1, 0.1], [0.1, -0.2, 0.0], [0.8, -0.9, -1.3], [-0.8, 0.3, 1.9], [0.0, 1.8, -1.0], [-1.2, 1.4, -1.5], [0.6, -1.6, 2.0], [0.1, -0.3, -0.1], [0.1, -0.1, 0.0], [-0.1, 0.0, -0.3], [0.2, -0.3, 0.2], [0.3, -0.4, -0.2], [0.0, 0.3, 1.4], [0.1, -1.3, -0.8], [-1.3, 0.4, 0.2], [-0.4, 1.0, 0.1], [0.1, -0.5, 0.4], [0.1, 0.2, 0.2], [0.3, 0.2, -0.4], [0.2, -0.2, -0.3], [-0.1, 0.2, -0.4], [0.6, -0.5, -0.2], [0.1, -0.2, -1.2], [-0.4, -1.0, -0.6], [-1.1, 0.7, 3.0], [0.6, -0.6, -1.1], [0.4, 0.3, 0.0], [-0.3, 0.5, 0.0], [0.1, 0.7, -0.1], [0.3, -0.2, 0.0], [0.1, -0.2, 0.1], [0.2, 0.0, 0.1]], "orbital_gap_ev": 7.976, "fmax_ev_per_a": 4.4, "spin_multiplicity": 1}



2.
{"formula": "C2H8N2O2", "method": "ωB97M-V/def2-TZVPD", "elements": ["O", "C", "N", "C", "N", "H", "H", "H", "H", "H", "H", "H", "H", "O"], "positions_angstrom": [[2.536009, 0.053389, -1.384317], [1.603037, -0.604455, -1.093967], [0.454163, -0.130740, -0.391549], [0.051800, 1.221617, -0.529853], [-1.483037, 1.407513, -0.365121], [1.623473, -1.653625, -1.228526], [-0.281247, -0.878138, -0.298183], [0.425071, 1.822456, 0.445190], [0.282846, 1.571525, -1.616993], [-1.607498, 1.479438, 0.711475], [-1.808324, 2.273065, -0.752361], [-0.413590, -2.960353, 1.902706], [-0.823930, -1.599273, 2.718245], [-0.558772, -2.002419, 1.883254]], "forces_ev_per_a": [[1.7, 1.8, -1.0], [-2.7, 0.7, 2.4], [0.2, -3.1, -1.5], [-1.7, 2.9, 0.9], [1.5, -1.6, 2.6], [-0.4, -1.6, -0.1], [0.9, 1.5, 0.0], [0.3, -0.8, -2.9], [0.2, 0.0, 2.3], [-0.1, -0.1, -2.6], [0.2, 0.4, -0.2], [-0.3, 0.6, 0.8], [0.1, -0.8, 0.0], [0.1, 0.2, -0.8]], "orbital_gap_ev": 9.807, "fmax_ev_per_a": 3.7, "smiles": "NCNC=O.O", "spin_multiplicity": 1}



3.
{"formula": "C37H45N9STi", "method": "ωB97M-V/def2-TZVPD", "elements": ["Ti", "C", "N", "C", "C", "C", "C", "C", "C", "N", "C", "C", "C", "C", "C", "C", "N", "C", "C", "C", "C", "C", "N", "H", "H", "H", "H", "H", "H", "H", "H", "H", "H", "H", "H", "H", "H", "H", "H", "H", "H", "N", "C", "N", "C", "C", "C", "C", "C", "C", "S", "H", "H", "H", "H", "H", "H", "N", "C", "C", "C", "C", "C", "C", "H", "H", "H", "H", "H", "H", "H", "C", "C", "N", "C", "C", "C", "C", "N", "H", "H", "H", "H", "H", "H", "H", "H", "H", "H", "H", "H", "H", "H"], "positions_angstrom": [[-0.241910, 0.404970, 0.265226], [1.139028, -2.349209, 0.967710], [-0.187997, -1.924474, 0.449332], [-1.256020, -2.341753, 1.367854], [-1.140824, -1.531481, 2.630189], [-1.380539, -2.061153, 3.884693], [-1.279058, -1.230783, 4.990945], [-0.927521, 0.096257, 4.802649], [-0.684544, 0.535075, 3.513003], [-0.783526, -0.254323, 2.440442], [-0.408938, -2.461898, -0.902550], [0.593271, -1.841745, -1.836266], [1.101900, -2.530963, -2.925660], [2.072409, -1.928087, -3.706030], [2.538483, -0.673536, -3.337962], [1.979933, -0.064765, -2.232978], [0.996185, -0.605500, -1.506761], [2.051192, -1.260014, 1.514513], [3.097836, -1.660483, 2.335739], [3.995956, -0.717966, 2.799815], [3.819045, 0.609353, 2.431463], [2.733228, 0.920823, 1.639432], [1.846953, 0.022079, 1.191596], [1.000753, -3.090583, 1.758766], [1.685709, -2.867857, 0.177113], [-2.221162, -2.126117, 0.900530], [-1.222026, -3.414717, 1.582778], [-1.647127, -3.104273, 3.988611], [-1.465891, -1.616221, 5.984421], [-0.835768, 0.778760, 5.635249], [-0.410245, 1.564147, 3.319972], [-0.310342, -3.553952, -0.921298], [-1.430797, -2.223787, -1.200763], [0.746435, -3.529335, -3.143063], [2.479720, -2.438642, -4.568410], [3.323388, -0.176058, -3.888892], [2.353881, 0.896556, -1.903864], [3.205751, -2.705467, 2.595375], [4.820870, -1.008881, 3.436309], [4.499392, 1.383566, 2.754941], [2.565786, 1.948779, 1.335412], [-1.719943, -0.053304, -2.947754], [-2.625749, -0.080146, -1.948544], [-2.348395, 0.257059, -0.710003], [-3.522059, 0.120135, 0.073537], [-3.655344, 0.496150, 1.406362], [-4.865145, 0.291433, 2.045682], [-5.949418, -0.274021, 1.371674], [-5.840473, -0.617967, 0.035416], [-4.622451, -0.406222, -0.597027], [-4.227070, -0.671688, -2.268792], [-0.904587, 0.526234, -2.784925], [-2.037782, -0.157307, -3.896139], [-2.826065, 0.956829, 1.924013], [-4.975410, 0.583457, 3.081707], [-6.886634, -0.427962, 1.887645], [-6.684157, -1.030046, -0.501305], [0.078148, 2.356510, -2.131012], [0.204946, 2.685717, -3.512877], [-0.944791, 2.902365, -4.268060], [-0.842927, 3.170718, -5.624348], [0.400089, 3.212710, -6.242200], [1.542218, 3.004090, -5.485417], [1.449970, 2.747330, -4.123811], [0.957543, 2.432741, -1.635992], [-0.596497, 2.933377, -1.647317], [-1.916714, 2.873934, -3.787578], [-1.740206, 3.351554, -6.201547], [0.477606, 3.421248, -7.299892], [2.516837, 3.057863, -5.952542], [2.351349, 2.619516, -3.535078], [1.050365, 4.398411, 3.373700], [0.906942, 4.917822, 1.946895], [-0.431047, 4.791390, 1.357659], [-1.269757, 6.001967, 1.365458], [-2.009663, 6.213371, 2.675650], [-0.859683, 3.622378, 0.865398], [-2.198150, 3.584380, 0.188759], [-0.156878, 2.509254, 0.912283], [2.048364, 4.635554, 3.742185], [0.921484, 3.317474, 3.445454], [0.326462, 4.865142, 4.039370], [1.622720, 4.430299, 1.276997], [1.153299, 5.977702, 1.926598], [-1.968644, 5.956804, 0.534969], [-0.606115, 6.841746, 1.160790], [-2.644034, 5.358469, 2.915243], [-2.644735, 7.095425, 2.598571], [-1.322181, 6.374024, 3.505537], [-2.237222, 4.281345, -0.650640], [-2.990267, 3.868755, 0.882132], [-2.395482, 2.579730, -0.169992], [0.693645, 2.661164, 1.443096]], "forces_ev_per_a": [[0.4, -0.4, -0.2], [0.0, 0.1, 0.1], [0.1, -0.1, 0.0], [0.0, 0.2, 0.0], [0.1, -0.1, -0.1], [0.0, 0.1, 0.0], [0.0, -0.1, 0.0], [0.0, 0.0, -0.1], [0.0, 0.0, 0.1], [0.0, 0.1, 0.0], [0.0, -0.1, 0.1], [0.0, 0.0, 0.0], [0.0, 0.0, 0.1], [0.1, 0.1, 0.0], [0.0, -0.1, 0.0], [0.0, 0.1, 0.1], [-0.1, -0.1, -0.1], [-0.3, -0.2, 0.0], [0.1, 0.1, -0.1], [0.0, 0.0, 0.0], [-0.1, -0.1, 0.0], [0.0, 0.1, 0.0], [-0.1, 0.0, 0.1], [0.0, 0.0, 0.0], [0.0, 0.1, 0.0], [0.0, 0.0, 0.0], [0.0, 0.0, 0.0], [0.0, 0.0, 0.0], [0.0, 0.0, 0.0], [0.0, 0.0, 0.0], [0.0, 0.0, 0.0], [0.0, 0.0, 0.0], [0.0, 0.0, -0.1], [0.0, 0.0, 0.0], [0.0, 0.0, 0.0], [0.0, 0.0, 0.0], [-0.1, 0.0, 0.0], [0.0, 0.0, 0.0], [0.0, 0.0, 0.0], [0.0, 0.0, 0.0], [0.0, 0.0, 0.0], [0.0, 0.0, 0.2], [0.2, -0.1, -0.2], [-0.4, -0.1, 0.2], [0.3, 0.1, 0.0], [0.0, 0.0, 0.0], [-0.1, 0.0, 0.0], [0.1, 0.0, 0.0], [0.0, 0.0, 0.0], [-0.2, 0.0, 0.1], [0.0, 0.0, -0.1], [0.0, 0.1, -0.1], [0.0, 0.0, 0.0], [0.0, 0.0, 0.0], [0.0, 0.0, 0.0], [0.0, 0.0, 0.0], [0.0, 0.0, 0.0], [0.0, -0.1, 0.2], [-0.1, 0.0, 0.0], [0.1, 0.0, 0.0], [0.0, 0.0, 0.0], [0.0, 0.0, 0.0], [0.0, 0.0, 0.0], [0.0, 0.0, 0.0], [0.0, 0.2, -0.1], [0.0, 0.0, -0.1], [0.0, 0.0, 0.0], [0.0, 0.0, 0.0], [0.0, 0.0, 0.0], [0.0, 0.0, 0.0], [0.0, 0.0, 0.0], [0.0, 0.0, 0.0], [-0.1, 0.0, 0.0], [0.0, 0.0, 0.1], [0.1, 0.0, 0.0], [0.0, 0.0, 0.0], [0.0, 0.0, -0.1], [-0.1, 0.0, 0.0], [0.0, 0.2, 0.1], [0.0, 0.0, 0.0], [0.0, 0.0, 0.0], [0.0, 0.0, 0.0], [0.0, 0.0, 0.0], [0.0, 0.0, 0.0], [0.0, 0.0, 0.0], [0.0, 0.0, 0.0], [0.0, 0.0, 0.0], [0.0, 0.0, 0.0], [0.0, 0.0, 0.0], [0.0, 0.0, 0.0], [0.0, 0.0, 0.0], [0.0, 0.0, 0.0], [0.0, 0.0, 0.0]], "orbital_gap_ev": [7.029, 8.385], "charge": 2, "fmax_ev_per_a": 0.6, "spin_multiplicity": 3}